Record 1
Formula: C17H23F5INO3Rh
Source: the Open Molecules 2025 dataset
Level of theory: ωB97M-V/def2-TZVPD

Total charge ... +1
E_LUMO ... -3.640 eV
Energy relative to the best compared isomer or geometry (same formula, charge and spin) ... 0.00 kJ/mol
Molecular weight ... 614.18 g mol⁻¹
Orbital gap ... 8.41 eV

Atoms and positions in Å:
1 Rh -0.16 0.38 1.33
2 I -3.74 -3.30 3.52
3 C -1.09 0.87 2.76
4 H -1.36 0.10 3.49
5 H -1.33 1.89 3.06
6 C 2.53 -1.62 2.18
7 C 2.16 -1.51 0.72
8 O 1.75 -0.18 0.36
9 C 2.84 0.77 0.25
10 C 2.59 1.70 -0.91
11 H 2.75 -2.65 2.43
12 H 1.70 -1.29 2.82
13 H 3.40 -1.01 2.43
14 H 1.31 -2.15 0.48
15 H 2.98 -1.80 0.07
16 H 3.76 0.20 0.09
17 H 2.93 1.31 1.19
18 H 2.52 1.13 -1.84
19 H 3.43 2.40 -1.00
20 H 1.68 2.27 -0.77
21 O -0.34 2.25 0.52
22 C -1.42 2.80 0.16
23 C -1.37 4.15 -0.50
24 C -2.08 5.27 0.29
25 C -2.97 4.80 1.45
26 C -4.20 3.99 1.03
27 C -3.86 2.90 0.01
28 N -2.60 2.23 0.32
29 H -1.81 4.03 -1.49
30 H -0.32 4.38 -0.64
31 H -2.67 5.87 -0.40
32 H -1.32 5.94 0.70
33 H -3.30 5.68 2.01
34 H -2.37 4.22 2.15
35 H -4.94 4.65 0.58
36 H -4.66 3.55 1.91
37 H -3.79 3.31 -0.99
38 H -4.64 2.14 -0.02
39 H -2.60 1.33 0.81
40 F -3.35 -4.44 0.87
41 C -3.09 -3.30 1.54
42 C -3.21 -2.00 0.78
43 F -3.85 -0.91 1.25
44 C -2.79 -2.04 -0.64
45 F -3.57 -2.42 -1.64
46 C -1.49 -1.33 -0.79
47 O -0.94 -0.31 -1.09
48 C -1.37 -2.67 -0.16
49 F -0.69 -3.70 -0.67
50 C -1.81 -2.60 1.24
51 F -0.98 -2.13 2.20

***

Record 2
Formula: H24O12
Source: the Open Molecules 2025 dataset
Level of theory: ωB97M-V/def2-TZVPD

SMILES ... O.O.O.O.O.O.O.O.O.O.O.O
E_LUMO ... -0.538 eV
Energy relative to the best compared isomer or geometry (same formula, charge and spin) ... 169.84 kJ/mol
Molecular weight ... 216.18 g mol⁻¹
Orbital gap ... 9.24 eV

Atoms and positions in Å:
1 O 7.71 17.88 12.73
2 H 8.59 18.10 12.43
3 H 7.16 18.62 12.47
4 O 5.28 15.34 8.98
5 H 5.14 15.05 8.08
6 H 6.23 15.44 9.05
7 O 7.87 15.86 9.21
8 H 8.51 15.71 9.91
9 H 8.32 15.55 8.42
10 O 7.32 18.54 9.87
11 H 7.87 17.79 9.63
12 H 7.90 19.11 10.38
13 O 8.19 14.68 13.24
14 H 7.45 15.16 13.61
15 H 8.40 14.02 13.89
16 O 4.06 13.12 9.87
17 H 4.61 13.89 9.72
18 H 3.78 12.85 8.99
19 O 5.82 16.24 11.52
20 H 6.63 16.73 11.61
21 H 5.68 16.16 10.58
22 O 2.34 15.62 8.84
23 H 2.12 15.83 7.93
24 H 3.30 15.61 8.86
25 O 3.72 15.26 13.01
26 H 2.97 15.43 12.45
27 H 4.48 15.53 12.48
28 O 9.63 15.40 11.32
29 H 10.27 16.05 11.61
30 H 9.02 15.33 12.06
31 O 5.17 19.83 11.09
32 H 4.37 19.54 10.66
33 H 5.87 19.35 10.64
34 O 6.75 16.95 14.98
35 H 6.93 17.20 14.07
36 H 7.49 17.30 15.47

***

Record 3
Formula: C27H35ClN4P2Ti
Source: the Open Molecules 2025 dataset
Level of theory: ωB97M-V/def2-TZVPD

Spin multiplicity ... 3
⟨S²⟩ ... 2.0096
E_LUMO (alpha / beta) ... -0.461 / -0.461 eV
Energy relative to the best compared isomer or geometry (same formula, charge and spin) ... 0.00 kJ/mol
Molecular weight ... 560.87 g mol⁻¹
Orbital gap (alpha / beta) ... 6.24 / 7.47 eV

Atoms and positions in Å:
1 Ti -0.64 1.67 2.00
2 C 4.40 -1.36 -0.71
3 C 3.72 -0.64 -1.62
4 C 3.05 -1.25 -2.80
5 C 2.26 -2.55 -2.53
6 C 1.51 -2.61 -1.23
7 C 2.04 -3.08 -0.09
8 C 3.42 -3.68 -0.09
9 C 4.55 -2.85 -0.76
10 C -2.69 1.24 2.85
11 H 5.01 -0.88 0.07
12 H 3.73 0.45 -1.60
13 H 3.78 -1.49 -3.59
14 H 2.36 -0.51 -3.23
15 H 1.53 -2.64 -3.34
16 H 2.95 -3.40 -2.65
17 H 0.43 -2.39 -1.30
18 H 1.46 -3.16 0.84
19 H 3.46 -4.66 -0.60
20 H 3.71 -3.86 0.95
21 H 5.46 -3.09 -0.19
22 H 4.73 -3.22 -1.78
23 H -2.41 1.96 3.65
24 H -3.18 0.37 3.30
25 H -3.42 1.78 2.23
26 P -1.90 -0.07 0.70
27 P -0.87 2.36 -0.23
28 N -2.01 -1.64 1.43
29 N -3.65 -0.07 0.13
30 N 0.97 1.83 0.86
31 N -0.26 3.92 -0.73
32 C -1.07 -0.33 -0.88
33 C -0.72 1.05 -1.48
34 C -1.85 -1.88 2.79
35 C -1.99 -3.24 3.03
36 C -2.26 -3.86 1.77
37 C -2.27 -2.87 0.80
38 C -4.77 -0.28 0.93
39 C -5.91 -0.25 0.13
40 C -5.47 0.00 -1.21
41 C -4.10 0.12 -1.17
42 C 1.38 1.61 2.26
43 C 2.63 0.93 2.21
44 C 3.03 0.95 0.89
45 C 2.00 1.44 0.08
46 C 0.91 4.35 -1.37
47 C 0.86 5.73 -1.54
48 C -0.38 6.18 -0.96
49 C -1.04 5.06 -0.48
50 H -1.66 -0.94 -1.58
51 H -0.17 -0.91 -0.65
52 H 0.28 1.06 -1.93
53 H -1.46 1.29 -2.27
54 H -1.65 -1.05 3.45
55 H -1.93 -3.71 4.00
56 H -2.42 -4.92 1.60
57 H -2.41 -2.92 -0.27
58 H -4.69 -0.36 2.00
59 H -6.92 -0.41 0.46
60 H -6.09 0.07 -2.08
61 H -3.38 0.35 -1.94
62 H 1.24 2.46 2.96
63 H 3.17 0.52 3.05
64 H 3.99 0.67 0.47
65 H 1.93 1.53 -1.00
66 H 1.68 3.63 -1.64
67 H 1.60 6.35 -2.01
68 H -0.73 7.20 -0.92
69 H -1.97 4.98 0.05
70 Cl -0.89 3.86 2.56

***

Record 4
Formula: C33H67ClN2O6P2S
Source: the Open Molecules 2025 dataset
Level of theory: ωB97M-V/def2-TZVPD

SMILES ... CCOP(=O)(CCCP(CCCCS(=O)(=O)Cl)C[C@H](C)OCc1ccccc1)OCC.CCN(CC)CC.CCN(CC)CC
E_LUMO ... 0.477 eV
Energy relative to the best compared isomer or geometry (same formula, charge and spin) ... 0.00 kJ/mol
Molecular weight ... 717.37 g mol⁻¹
Orbital gap ... 8.65 eV

Atoms and positions in Å:
1 C 1.01 2.34 1.74
2 C -0.20 2.29 2.63
3 O -0.11 1.17 3.54
4 P 0.46 1.45 4.99
5 O 1.19 2.72 5.15
6 C 1.51 0.04 5.33
7 C 2.67 0.01 4.31
8 C 4.05 0.13 4.96
9 P 5.43 -0.86 4.25
10 C 5.84 -0.02 2.66
11 C 6.12 1.47 2.81
12 C 4.86 2.33 2.78
13 C 4.54 2.89 1.38
14 S 4.22 4.64 1.37
15 O 5.45 5.32 1.60
16 O 3.41 4.96 0.24
17 Cl 3.05 4.88 3.01
18 C 4.61 -2.37 3.61
19 C 3.93 -3.14 4.76
20 C 4.76 -4.33 5.22
21 O 2.58 -3.51 4.52
22 C 2.34 -4.18 3.29
23 C 1.60 -3.32 2.31
24 C 0.35 -2.79 2.70
25 C -0.37 -1.94 1.85
26 C 0.16 -1.62 0.60
27 C 1.39 -2.15 0.19
28 C 2.10 -3.00 1.05
29 O -0.85 1.37 5.88
30 C -0.67 1.18 7.30
31 C -0.86 -0.28 7.71
32 H 0.83 2.92 0.84
33 H 1.86 2.74 2.28
34 H 1.26 1.32 1.45
35 H -1.09 2.10 2.03
36 H -0.36 3.21 3.16
37 H 0.94 -0.88 5.30
38 H 1.87 0.17 6.34
39 H 2.52 0.83 3.62
40 H 2.56 -0.90 3.75
41 H 4.37 1.16 4.92
42 H 4.00 -0.11 6.02
43 H 5.02 -0.18 1.95
44 H 6.69 -0.55 2.25
45 H 6.68 1.63 3.73
46 H 6.76 1.78 2.00
47 H 3.99 1.77 3.09
48 H 5.00 3.16 3.46
49 H 3.65 2.45 0.97
50 H 5.36 2.74 0.69
51 H 3.91 -2.10 2.83
52 H 5.40 -2.97 3.19
53 H 3.87 -2.47 5.62
54 H 4.56 -5.21 4.62
55 H 4.55 -4.53 6.26
56 H 5.81 -4.06 5.17
57 H 1.70 -5.03 3.53
58 H 3.25 -4.59 2.86
59 H -0.05 -3.03 3.67
60 H -1.30 -1.54 2.19
61 H -0.40 -0.96 -0.04
62 H 1.78 -1.90 -0.78
63 H 3.05 -3.39 0.72
64 H 0.30 1.56 7.59
65 H -1.43 1.80 7.77
66 H -1.78 -0.43 8.26
67 H -0.86 -0.90 6.83
68 H -0.03 -0.60 8.34
69 C -1.45 -1.63 -4.75
70 C -2.13 -2.31 -3.58
71 N -2.72 -1.37 -2.64
72 C -3.09 -1.97 -1.37
73 C -4.20 -3.03 -1.37
74 C -3.66 -0.42 -3.21
75 C -4.87 -0.98 -3.97
76 H -0.72 -0.89 -4.40
77 H -0.91 -2.37 -5.35
78 H -2.15 -1.13 -5.41
79 H -1.39 -2.89 -3.03
80 H -2.87 -3.03 -3.97
81 H -3.37 -1.16 -0.68
82 H -2.19 -2.41 -0.95
83 H -5.19 -2.59 -1.53
84 H -4.22 -3.52 -0.40
85 H -4.03 -3.80 -2.12
86 H -3.11 0.23 -3.89
87 H -4.00 0.24 -2.41
88 H -4.59 -1.75 -4.68
89 H -5.34 -0.17 -4.53
90 H -5.63 -1.39 -3.30
91 C -4.43 4.15 -6.36
92 C -3.81 2.84 -6.83
93 N -4.80 1.86 -7.23
94 C -4.26 0.52 -7.38
95 C -3.20 0.27 -8.46
96 C -5.73 2.29 -8.26
97 C -5.15 2.79 -9.59
98 H -5.18 3.97 -5.58
99 H -3.66 4.80 -5.94
100 H -4.91 4.70 -7.17
101 H -3.24 2.41 -6.00
102 H -3.08 3.06 -7.62
103 H -5.09 -0.17 -7.52
104 H -3.82 0.25 -6.41
105 H -3.64 0.27 -9.46
106 H -2.75 -0.71 -8.31
107 H -2.40 1.01 -8.43
108 H -6.35 3.09 -7.84
109 H -6.42 1.47 -8.45
110 H -4.34 3.51 -9.44
111 H -5.93 3.29 -10.17
112 H -4.77 1.98 -10.21

***

Record 5
Formula: C20H26N4O3S
Source: the Open Molecules 2025 dataset
Level of theory: ωB97M-V/def2-TZVPD

E_LUMO ... 0.411 eV
Energy relative to the best compared isomer or geometry (same formula, charge and spin) ... 1771.21 kJ/mol
Molecular weight ... 402.52 g mol⁻¹
Orbital gap ... 8.85 eV

Atoms and positions in Å:
1 C -6.16 -0.55 2.27
2 H -7.07 -0.40 1.79
3 O -5.07 -0.24 1.18
4 C -5.09 0.88 0.61
5 C -5.92 1.82 0.81
6 C -5.83 3.13 0.38
7 C -4.89 3.23 -0.48
8 C -4.02 2.30 -1.11
9 C -4.22 1.09 -0.46
10 N -3.35 -0.12 -0.65
11 C -2.43 -0.01 -1.51
12 O -2.07 0.75 -2.37
13 C -1.73 -1.79 -1.59
14 H -2.51 -2.29 -1.49
15 C -0.96 -1.83 -0.32
16 C -0.59 -3.30 0.05
17 O -1.26 -4.36 0.04
18 N 0.79 -3.43 0.00
19 C 1.71 -2.13 -0.20
20 N 2.83 -2.24 -0.08
21 N 3.62 -1.27 -0.51
22 C 3.90 -0.30 0.59
23 C 3.51 -0.24 1.91
24 H 3.18 -1.30 2.35
25 H 4.26 0.22 2.28
26 H 2.71 0.30 1.89
27 C 5.00 0.47 -0.04
28 H 5.16 0.66 -1.15
29 C 4.35 2.03 0.30
30 C 5.43 3.06 -0.30
31 H 5.01 4.21 -0.25
32 H 5.47 2.94 -1.58
33 C 6.80 3.00 0.31
34 H 6.66 3.04 1.33
35 H 7.43 3.63 -0.13
36 C 7.36 1.76 0.12
37 C 6.38 0.52 0.47
38 H 6.75 -0.47 0.74
39 H 6.24 0.71 1.73
40 H 8.18 1.59 0.67
41 H 7.55 1.30 -0.83
42 H 4.16 2.31 1.50
43 H 3.36 2.11 -0.27
44 S 0.50 -0.93 -0.12
45 H 1.18 -4.22 -0.13
46 H -1.40 -1.61 0.67
47 H -1.01 -1.83 -2.30
48 H -3.54 -1.03 -0.06
49 H -3.21 2.48 -1.85
50 H -4.79 4.37 -1.09
51 H -6.37 4.10 0.55
52 H -6.69 1.95 1.67
53 H -5.91 -1.53 2.39
54 H -5.99 0.01 3.16

***

Record 6
Formula: C4H4LiO5Tm
Source: the Open Molecules 2025 dataset
Level of theory: ωB97M-V/def2-TZVPD

Spin multiplicity ... 3
⟨S²⟩ ... 2.0024
Total charge ... +2
E_LUMO (alpha / beta) ... -9.565 / -9.629 eV
Energy relative to the best compared isomer or geometry (same formula, charge and spin) ... 0.00 kJ/mol
Molecular weight ... 307.95 g mol⁻¹
Orbital gap (alpha / beta) ... 8.04 / 8.00 eV

Atoms and positions in Å:
1 O 2.60 0.17 -0.07
2 C 1.58 0.75 0.34
3 O 1.29 1.94 -0.09
4 O 0.81 0.13 1.21
5 C -0.25 0.80 1.97
6 C -1.43 1.30 1.16
7 H 0.23 1.63 2.52
8 H -0.51 0.02 2.71
9 H -2.05 0.46 0.80
10 H -2.07 1.86 1.86
11 O -4.43 3.19 -3.07
12 O -2.37 3.53 -2.06
13 C -3.40 3.41 -2.61
14 Li 2.98 1.76 -1.16
15 Tm -0.68 2.74 -0.45

***

Record 7
Formula: C9H11N2O10P2W
Source: the Open Molecules 2025 dataset
Level of theory: ωB97M-V/def2-TZVPD

Total charge ... +1
E_LUMO ... -5.004 eV
Energy relative to the best compared isomer or geometry (same formula, charge and spin) ... 91.45 kJ/mol
Molecular weight ... 552.98 g mol⁻¹
Orbital gap ... 6.17 eV

Atoms and positions in Å:
1 W 0.35 -0.78 0.50
2 O -1.15 -3.90 -1.45
3 C -1.08 -2.79 -1.07
4 O 0.10 -2.10 -0.87
5 C -2.23 -1.92 -0.62
6 C -3.58 -2.22 -0.57
7 C -4.43 -1.28 0.01
8 C -3.91 -0.09 0.54
9 C -2.55 0.11 0.45
10 N -1.77 -0.79 -0.11
11 C -1.73 1.23 1.04
12 O -2.17 2.18 1.59
13 O -0.41 1.00 0.82
14 H -3.94 -3.16 -0.97
15 H -5.49 -1.48 0.08
16 H -4.54 0.65 1.01
17 N 4.79 -1.84 0.84
18 C 4.45 -0.42 0.62
19 C 4.86 0.55 1.67
20 P 0.87 -1.72 2.99
21 O 1.54 -0.26 3.30
22 O 1.59 -1.87 1.52
23 O -0.49 -1.21 2.23
24 P 3.50 -0.26 -0.72
25 O 3.66 1.19 -1.32
26 O 3.30 -1.46 -1.55
27 O 1.72 0.03 -0.23
28 H 4.33 -2.23 1.67
29 H 5.80 -1.99 0.93
30 H 4.46 -2.38 0.03
31 H 4.47 0.28 2.66
32 H 4.45 1.54 1.42
33 H 5.94 0.66 1.74
34 H 1.21 0.22 4.06
35 H 2.93 1.47 -1.89

***

Record 8
Formula: C14H21F6FeN3O15PS4
Source: the Open Molecules 2025 dataset
Level of theory: ωB97M-V/def2-TZVPD

Spin multiplicity ... 6
⟨S²⟩ ... 8.7594
E_LUMO (alpha / beta) ... -0.115 / -1.825 eV
Energy relative to the best compared isomer or geometry (same formula, charge and spin) ... 205.21 kJ/mol
Molecular weight ... 800.40 g mol⁻¹
Orbital gap (alpha / beta) ... 8.82 / 7.70 eV

Atoms and positions in Å:
1 Fe 0.28 0.09 -0.21
2 C 2.65 -1.85 -2.78
3 C 2.35 -0.38 -2.84
4 C 3.27 0.51 -3.62
5 O 2.07 0.10 -1.58
6 C 0.68 -0.47 -3.91
7 O 1.04 -0.42 -5.04
8 O -0.22 -0.60 -3.13
9 H 3.58 -1.98 -2.23
10 H 2.76 -2.25 -3.79
11 H 1.85 -2.38 -2.26
12 H 4.23 0.55 -3.09
13 H 2.87 1.52 -3.70
14 H 3.42 0.11 -4.62
15 H 2.13 1.08 -1.60
16 F -0.35 5.78 0.53
17 C -0.16 4.49 0.85
18 F -1.34 3.89 0.90
19 F 0.45 4.42 2.01
20 S 0.88 3.86 -0.63
21 O 1.43 2.50 -0.59
22 O 1.81 4.92 -0.83
23 N -0.35 3.85 -1.66
24 S -0.69 2.47 -2.28
25 O -1.22 1.46 -1.32
26 O 0.27 1.96 -3.22
27 C -2.18 2.91 -3.28
28 F -2.87 1.78 -3.49
29 F -1.79 3.40 -4.45
30 F -2.96 3.78 -2.66
31 O 2.03 2.27 2.52
32 S 1.06 1.26 2.24
33 O -0.16 1.68 1.53
34 O 1.58 0.09 1.49
35 C 0.50 0.66 3.82
36 C 0.92 1.37 4.93
37 C 0.49 1.02 6.21
38 C -0.37 -0.05 6.38
39 C -0.80 -0.77 5.28
40 C -0.37 -0.42 4.01
41 S -0.92 -1.48 2.70
42 O -1.99 -2.32 3.17
43 O -1.23 -0.71 1.52
44 O 0.37 -2.28 2.50
45 H 1.59 2.21 4.78
46 H 0.83 1.59 7.06
47 H -0.71 -0.33 7.37
48 H -1.47 -1.61 5.39
49 N -2.64 -0.90 -1.98
50 C -2.66 -1.95 -0.90
51 P -1.04 -2.84 -0.96
52 O -1.00 -3.45 -2.31
53 O 0.08 -1.89 -0.54
54 C -1.24 -4.13 0.32
55 N -0.01 -4.37 1.09
56 H -2.00 -1.18 -2.75
57 H -2.29 0.02 -1.67
58 H -3.56 -0.74 -2.38
59 H -3.42 -2.67 -1.18
60 H -2.88 -1.48 0.05
61 H -1.58 -5.02 -0.21
62 H -2.02 -3.83 1.03
63 H 0.29 -3.11 1.86
64 H 0.79 -4.50 0.47
65 H -0.10 -5.21 1.65

***

Q: Among the records above, which one has the lowest molecular weight?
A: H24O12

***

Q: Number 2 is which compound?
A: H24O12

***

Q: Look up the energy relative to the best compared isomer or geometry (same formula, charge and spin) of the eighth one.
A: 205.21 kJ/mol